Entry 1:
# C24H72O24

A cluster of 12 separate species, C24H72O24 in total at a distorted geometry (ωB97M-V with the def2-TZVPD basis set, OMol25).

Output
Gap between HOMO and LUMO (spin up / spin down)   1.63 / 8.96 eV
Total charge   -1
Energy   -2762.991069 a.u.
Spin multiplicity   2
ΔE to the lowest compared entry with this formula, charge and spin   4.089 eV

Last column: Löwdin spin population.
Element x y z (Å)
C  -2.698  -1.482  3.283  0.07
C  -2.503  -3.039  3.409  0.02
O  -3.723  -3.781  3.279  0.01
O  -2.961  -1.081  1.893  0.01
H  -1.732  -0.987  3.384  0.04
H  -3.476  -1.130  3.960  0.03
H  -1.900  -3.225  4.297  0.00
H  -1.897  -3.392  2.575  0.00
H  -3.406  -4.603  2.898  0.00
H  -3.856  -1.424  1.827  0.00
C  -2.003  3.862  4.292  0.07
C  -3.524  4.057  4.042  0.03
O  -3.965  2.749  3.390  0.07
O  -1.379  3.997  3.074  0.05
H  -1.680  2.933  4.760  0.06
H  -1.573  4.683  4.865  0.00
H  -3.877  4.901  3.448  0.00
H  -3.879  4.167  5.067  0.01
H  -4.395  2.253  4.091  0.03
H  -1.083  3.106  2.873  0.03
C  -4.288  -1.244  -2.465  0.00
C  -3.256  -2.212  -1.831  0.00
O  -3.793  -3.339  -1.088  0.00
O  -5.017  -1.875  -3.541  0.00
H  -3.761  -0.489  -3.048  0.00
H  -5.001  -0.727  -1.824  0.00
H  -2.396  -1.642  -1.480  0.00
H  -2.811  -2.710  -2.692  0.00
H  -3.305  -4.159  -1.199  0.00
H  -5.872  -1.444  -3.469  0.00
C  6.644  -1.264  -1.847  0.00
C  5.994  -0.275  -0.824  0.00
O  4.630  -0.256  -1.182  0.00
O  7.867  -1.780  -1.243  0.00
H  6.970  -0.659  -2.693  0.00
H  5.930  -2.027  -2.159  0.00
H  6.463  0.701  -0.948  0.00
H  6.118  -0.739  0.155  0.00
H  4.550  -0.126  -2.130  0.00
H  8.357  -2.220  -1.941  0.00
C  -0.626  -4.074  -0.224  0.00
C  -0.743  -4.985  -1.395  0.00
O  -1.986  -5.658  -1.625  0.00
O  0.763  -3.715  -0.098  0.00
H  -0.875  -4.822  0.528  0.00
H  -1.349  -3.261  -0.165  0.00
H  0.156  -5.599  -1.452  0.00
H  -0.722  -4.409  -2.320  0.00
H  -1.998  -5.692  -2.585  0.00
H  1.064  -2.869  -0.435  0.00
C  0.696  -4.413  3.905  0.01
C  0.912  -3.010  4.414  0.04
O  0.838  -2.179  3.286  0.09
O  1.695  -4.971  3.107  0.00
H  -0.187  -4.653  3.313  0.00
H  0.797  -5.019  4.805  0.00
H  1.930  -3.121  4.786  0.00
H  0.230  -2.673  5.194  0.03
H  0.652  -1.270  3.529  0.07
H  1.398  -4.637  2.258  0.00
C  3.241  0.160  -4.214  0.00
C  3.215  -0.959  -5.232  0.00
O  4.032  -0.764  -6.429  0.00
O  4.493  0.712  -4.098  0.00
H  2.604  -0.178  -3.398  0.00
H  2.655  0.955  -4.676  0.00
H  2.174  -1.262  -5.345  0.00
H  3.728  -1.840  -4.848  0.00
H  4.191  -1.640  -6.788  0.00
H  4.722  0.956  -4.998  0.00
C  5.634  3.052  1.012  0.00
C  6.578  2.824  2.225  0.00
O  6.385  1.466  2.553  0.01
O  4.274  2.764  1.331  0.02
H  5.863  2.522  0.087  0.00
H  5.748  4.100  0.734  0.00
H  6.259  3.520  3.001  0.00
H  7.636  3.008  2.041  0.00
H  5.439  1.334  2.647  0.00
H  4.040  2.100  0.678  0.00
C  -1.242  5.155  0.216  0.00
C  -1.237  6.614  0.609  0.00
O  -1.391  7.384  -0.577  0.00
O  -2.616  4.561  0.122  0.00
H  -0.577  4.610  0.886  0.00
H  -0.744  4.940  -0.730  0.00
H  -0.241  6.901  0.947  0.00
H  -2.005  6.763  1.368  0.00
H  -2.244  7.825  -0.557  0.00
H  -2.493  3.617  0.001  0.00
C  -0.294  0.059  0.684  0.03
C  1.251  -0.114  0.517  0.01
O  1.729  -0.609  -0.733  0.00
O  -0.668  1.249  -0.042  0.01
H  -0.352  0.135  1.769  0.03
H  -0.823  -0.811  0.293  0.00
H  1.569  -0.887  1.217  0.00
H  1.668  0.849  0.812  0.01
H  2.680  -0.478  -0.745  0.00
H  -1.468  1.553  0.393  0.00
C  -5.642  1.847  0.136  0.01
C  -4.270  1.165  0.411  0.00
O  -3.278  2.055  0.941  0.01
O  -5.593  2.643  -1.025  0.00
H  -5.859  2.566  0.925  0.00
H  -6.450  1.118  0.199  0.00
H  -3.828  0.577  -0.393  0.00
H  -4.577  0.495  1.214  0.00
H  -3.635  2.194  1.821  0.00
H  -5.154  3.472  -0.821  0.00
C  -0.771  -1.024  -3.856  0.00
C  -0.451  0.523  -3.868  0.00
O  -1.219  1.116  -2.854  0.00
O  -0.182  -1.711  -4.957  0.00
H  -1.818  -1.322  -3.888  0.00
H  -0.424  -1.325  -2.868  0.00
H  -0.766  0.999  -4.797  0.00
H  0.596  0.820  -3.923  0.00
H  -0.688  1.169  -2.056  0.00
H  -0.560  -2.571  -5.156  0.00

Cartesian forces (eV/Å) of the 6 atoms listed first:
C 1.000 -1.260 -1.690
C 0.215 1.461 -1.009
O 0.325 0.320 0.589
O -0.826 -0.923 1.524
H 0.008 -0.094 1.150
H 0.155 0.210 0.056

***

Entry 2:
# C24H72O24

A cluster of 12 separate species, C24H72O24 in total at a distorted geometry (ωB97M-V with the def2-TZVPD basis set, OMol25).

Output
SMILES string   OCCO.OCCO.OCCO.OCCO.OCCO.OCCO.OCCO.OCCO.OCCO.OCCO.OCCO.OCCO
Gap between HOMO and LUMO   9.98 eV
Energy   -2762.915756 a.u.
Spin multiplicity   1
ΔE to the lowest compared entry with this formula, charge and spin   8.555 eV

Last column: Löwdin charge in e.
Element x y z (Å)
O  4.942  2.072  7.726  -0.06
C  4.021  3.105  7.995  -0.25
C  3.852  4.003  6.769  -0.28
O  3.140  3.362  5.760  -0.05
H  4.656  1.654  6.911  0.07
H  3.039  2.685  8.213  0.12
H  4.308  3.683  8.873  0.12
H  4.673  4.652  6.462  0.13
H  3.075  4.669  7.143  0.11
H  3.831  2.957  5.231  0.08
O  -4.969  -4.244  4.812  -0.05
C  -3.975  -3.449  5.370  -0.27
C  -2.584  -3.993  5.251  -0.25
O  -2.445  -5.164  6.004  -0.09
H  -4.840  -5.019  5.365  0.08
H  -3.934  -2.578  4.716  0.12
H  -4.245  -3.293  6.414  0.13
H  -1.732  -3.478  5.694  0.13
H  -2.292  -4.467  4.314  0.13
H  -2.393  -5.935  5.435  0.08
O  7.971  3.298  -4.347  -0.08
C  7.518  1.979  -4.027  -0.23
C  6.368  1.626  -5.005  -0.27
O  6.787  1.347  -6.300  -0.04
H  7.662  3.876  -3.645  0.08
H  8.356  1.282  -4.046  0.11
H  7.157  1.921  -3.000  0.11
H  5.671  2.458  -4.898  0.12
H  5.915  0.718  -4.609  0.12
H  7.163  2.136  -6.699  0.09
O  8.274  -6.225  -3.545  -0.11
C  9.001  -6.027  -4.798  -0.18
C  10.110  -7.220  -4.938  -0.20
O  10.534  -7.239  -6.283  -0.09
H  7.498  -5.670  -3.644  0.07
H  8.229  -6.017  -5.568  0.11
H  9.514  -5.068  -4.741  0.11
H  9.603  -8.167  -4.754  0.11
H  11.021  -7.054  -4.362  0.12
H  9.800  -7.367  -6.888  0.08
O  -6.258  7.102  -2.948  -0.06
C  -6.605  5.849  -2.520  -0.28
C  -8.083  5.370  -2.774  -0.24
O  -8.205  5.486  -4.138  -0.06
H  -5.376  7.225  -2.591  0.10
H  -5.800  5.155  -2.760  0.12
H  -6.507  6.014  -1.447  0.11
H  -8.914  5.867  -2.273  0.11
H  -8.221  4.342  -2.438  0.12
H  -8.134  6.428  -4.306  0.09
O  0.662  -1.743  -0.554  -0.10
C  0.968  -0.370  -0.253  -0.21
C  -0.286  0.473  0.307  -0.22
O  -1.251  0.361  -0.685  -0.08
H  1.301  -2.076  -1.189  0.08
H  1.800  -0.475  0.444  0.10
H  1.331  0.030  -1.199  0.11
H  -0.164  1.522  0.576  0.12
H  -0.643  -0.076  1.179  0.11
H  -1.565  -0.543  -0.763  0.09
O  -8.025  4.765  5.610  -0.08
C  -7.039  3.861  6.051  -0.26
C  -5.959  4.031  4.995  -0.23
O  -4.744  3.357  5.439  -0.07
H  -8.777  4.337  5.196  0.09
H  -6.667  4.186  7.022  0.12
H  -7.440  2.852  5.952  0.12
H  -5.851  5.114  4.938  0.12
H  -6.478  3.628  4.125  0.12
H  -4.065  4.006  5.243  0.07
O  4.074  -2.610  4.479  -0.08
C  4.833  -3.884  4.600  -0.23
C  4.864  -4.791  3.406  -0.23
O  3.472  -4.984  3.154  -0.08
H  3.156  -2.888  4.436  0.06
H  5.881  -3.717  4.848  0.12
H  4.340  -4.454  5.387  0.12
H  5.416  -5.688  3.690  0.12
H  5.269  -4.269  2.540  0.12
H  3.100  -4.418  2.473  0.09
O  3.399  -7.177  -6.288  -0.07
C  3.339  -7.656  -4.967  -0.25
C  2.775  -6.506  -4.088  -0.22
O  3.453  -5.238  -4.215  -0.06
H  4.195  -7.562  -6.663  0.09
H  2.681  -8.520  -5.056  0.11
H  4.282  -8.102  -4.648  0.11
H  2.576  -6.790  -3.055  0.12
H  1.802  -6.405  -4.569  0.11
H  3.030  -5.039  -5.054  0.07
O  -4.178  3.300  -8.940  -0.07
C  -3.272  3.587  -7.866  -0.22
C  -2.966  2.445  -6.857  -0.23
O  -1.764  2.577  -6.085  -0.09
H  -3.672  2.803  -9.587  0.08
H  -2.367  3.850  -8.415  0.11
H  -3.561  4.454  -7.273  0.12
H  -2.811  1.501  -7.380  0.11
H  -3.705  2.329  -6.064  0.11
H  -1.938  2.250  -5.200  0.08
O  -1.456  8.012  3.818  -0.07
C  -0.835  9.135  4.363  -0.25
C  -1.795  9.780  5.477  -0.20
O  -2.591  10.851  4.948  -0.08
H  -0.813  7.624  3.220  0.09
H  -0.006  8.733  4.945  0.10
H  -0.325  9.827  3.691  0.12
H  -1.205  10.093  6.339  0.10
H  -2.489  9.019  5.833  0.11
H  -3.497  10.601  5.140  0.08
O  -5.851  -4.359  -0.770  -0.07
C  -6.895  -4.552  -1.716  -0.23
C  -6.934  -6.055  -2.108  -0.24
O  -5.711  -6.619  -2.557  -0.07
H  -6.143  -4.803  0.030  0.09
H  -7.895  -4.363  -1.325  0.11
H  -6.685  -3.868  -2.538  0.12
H  -7.699  -6.274  -2.852  0.12
H  -7.213  -6.689  -1.266  0.11
H  -4.954  -6.379  -2.018  0.08

Cartesian forces (eV/Å) of the 6 atoms listed first:
O 0.488 -0.169 0.443
C 0.289 0.132 -1.012
C -2.143 1.400 2.564
O 0.945 -0.843 -1.272
H -0.057 -0.244 0.016
H -0.210 -0.046 -0.012